[1]
90
Properties=species:S:1:pos:R:3:forces:R:3 method="wB97M-V/def2-TZVPD" gap_ha=0.264 relative_energy_kcal_mol=4.4
I 1.31674 -5.16707 -3.81935 -0.04 0.00 -0.02
Ca -0.22505 0.25669 -0.52777 -0.45 -0.28 0.53
S 0.50797 1.82180 1.70901 0.07 -0.12 -0.07
Si 1.37674 1.46706 4.91732 -0.05 0.02 -0.05
O 2.14117 0.22634 -1.04520 -0.04 0.03 -0.13
O 0.22485 3.81550 -3.03223 0.00 0.01 0.01
N 0.86774 1.94190 -1.84909 0.01 0.00 -0.07
N -2.58739 0.97252 -1.21253 0.13 0.10 -0.33
N -2.04214 -1.86522 -0.77109 0.09 0.05 -0.16
N -2.62883 0.59542 1.45371 0.11 0.02 0.10
N 0.11158 -0.79583 1.64677 0.20 -0.11 0.20
N 1.83372 -3.31012 -1.60423 0.00 -0.02 0.01
N -0.73819 -0.40650 -2.91531 0.02 0.17 -0.12
C -2.96658 2.12477 -0.39423 0.02 0.00 -0.07
C 2.59997 -3.81451 0.60391 -0.02 0.01 0.01
C 3.30390 4.08639 -3.60718 0.00 -0.02 0.01
C 3.16028 2.07263 -2.29167 0.02 -0.01 0.01
C 4.51959 1.85609 -2.35235 -0.02 0.01 0.00
C -1.94603 0.34974 -4.82360 0.01 -0.04 0.01
C -2.15174 -3.96222 -1.93035 0.03 0.01 0.01
C 0.78441 0.05661 3.81029 -0.02 -0.08 0.07
C 2.56475 3.16166 -2.90351 0.00 0.03 0.01
C -3.73417 -2.25045 -2.41121 0.00 0.00 0.01
C -3.10593 -1.44989 -1.46807 -0.02 -0.01 0.03
C -3.24891 -3.52642 -2.65036 -0.02 0.01 0.00
C -3.46924 2.45602 3.32660 0.00 -0.01 0.02
C -1.65445 0.39414 -3.46719 -0.04 0.00 -0.06
C 0.09267 2.82138 5.07488 0.03 0.02 0.02
C 1.87130 -4.59721 -1.87248 0.05 0.03 0.05
C -0.03262 -2.00675 2.19311 0.01 0.01 0.00
C 5.27917 2.78772 -3.05831 0.01 0.01 -0.01
C 1.08342 3.05840 -2.62384 -0.03 -0.01 0.02
C 2.20086 -2.92193 -0.37693 -0.07 0.03 -0.05
C 0.62955 -1.21750 4.32435 0.03 0.01 -0.01
C -1.26285 -0.54571 -5.62956 0.01 -0.01 0.00
C 3.03256 2.11557 4.33697 -0.02 -0.01 0.02
C -1.58713 -3.09184 -1.01033 -0.01 -0.05 0.02
C -2.63567 0.30360 2.75416 0.00 0.00 0.03
C 0.47872 0.24602 2.43125 0.00 0.18 0.04
C -3.47576 2.76264 1.97995 0.01 -0.02 0.00
C 4.68170 3.88275 -3.67485 0.02 0.00 0.00
C -3.03756 1.79849 1.07804 -0.02 0.10 0.06
C 2.04323 1.30754 -1.65181 0.04 0.01 -0.07
C 0.19900 -2.27727 3.52113 -0.02 -0.01 -0.01
C -2.32903 1.42194 -2.58939 -0.07 0.02 0.00
C -3.62471 -0.06390 -1.17175 0.01 -0.04 -0.02
C 2.26081 -5.57974 -0.97270 -0.01 -0.01 -0.03
C -0.31610 -1.37700 -5.05529 0.00 -0.01 0.02
C -3.04380 1.19618 3.72646 -0.02 0.00 -0.01
C 2.62934 -5.16642 0.29731 0.01 0.01 0.00
C 1.62957 0.74805 6.63826 0.01 0.01 0.02
C -0.08741 -1.27203 -3.69327 -0.02 -0.03 0.03
H 6.35201 2.66221 -3.13018 0.00 -0.01 0.00
H -1.67136 2.29723 -2.55289 0.01 -0.01 0.02
H 2.94028 -5.89541 1.03456 -0.01 0.00 0.00
H -4.58331 -1.86400 -2.95993 0.00 -0.01 -0.01
H -3.78996 3.73699 1.62687 0.00 0.00 0.00
H -4.43827 0.18383 -1.86749 0.00 0.00 -0.02
H 0.70426 0.36189 7.07236 -0.01 0.00 -0.02
H 2.99564 2.40405 3.28762 -0.01 0.01 -0.02
H 0.84049 -1.40521 5.37146 0.00 0.00 0.00
H -4.03614 -0.08504 -0.16381 -0.02 -0.03 -0.08
H -2.27680 -0.68528 3.02100 -0.02 0.01 0.01
H -0.18461 3.21734 4.09856 0.00 -0.01 0.03
H -3.92511 2.55045 -0.73032 0.00 0.00 0.02
H 2.82905 4.93462 -4.08247 0.00 0.00 0.00
H 2.87025 -3.44728 1.58425 0.01 -0.01 0.00
H 0.05471 -3.27387 3.91508 0.01 0.00 0.00
H 0.24113 -2.09719 -5.63792 0.00 0.00 -0.01
H -2.69375 1.01429 -5.23598 0.00 0.00 0.00
H 2.15968 -1.85599 -0.19102 0.09 0.01 0.02
H 5.30237 4.58692 -4.21433 -0.01 0.00 0.00
H -3.26524 1.73589 -3.07453 0.01 0.02 0.01
H -0.80604 2.44187 5.56744 -0.01 -0.01 -0.01
H -3.01930 0.91419 4.76988 0.01 0.00 0.01
H -2.20893 2.90067 -0.53965 0.01 0.00 0.01
H 3.33179 2.98552 4.92724 0.00 -0.01 0.00
H 4.97300 1.00080 -1.86897 0.00 0.00 0.00
H -0.36324 -2.79320 1.52418 0.01 -0.01 -0.01
H -3.71630 -4.16283 -3.39074 0.00 0.00 0.00
H -0.71196 -3.40231 -0.45069 0.02 0.02 0.00
H 3.79994 1.34749 4.46125 0.00 0.00 -0.02
H 0.48882 3.63607 5.68711 0.00 0.00 0.01
H -1.72221 -4.94261 -2.08046 0.00 -0.01 -0.02
H 2.37174 -0.05348 6.64759 0.00 0.00 0.00
H -1.46958 -0.59341 -6.69107 0.00 0.00 0.00
H 2.27729 -6.62015 -1.26220 -0.01 0.00 0.01
H 1.99435 1.53753 7.30063 0.00 -0.01 0.00
H 0.64484 -1.90122 -3.19779 0.01 0.00 0.00
H -3.78350 3.18856 4.05890 0.00 0.01 0.00


[2]
17
Properties=species:S:1:pos:R:3:forces:R:3 method="wB97M-V/def2-TZVPD" smiles="NC(=O)c1cc(Cl)ccc1O" gap_ha=0.299 relative_energy_kcal_mol=53.9
Cl -2.37916 1.53755 -1.43843 -1.13 -0.79 -1.66
O 2.10647 -1.94463 -0.15103 0.29 1.15 2.65
O 2.13610 -0.47598 2.17799 -1.44 2.55 -1.41
N 0.72800 1.31787 2.62468 -2.99 0.93 -4.84
C 0.43915 -0.00759 0.60152 -0.16 -2.75 -4.27
C 0.27607 -1.59764 -1.39724 -3.23 2.03 -0.60
C -1.30436 0.15998 -1.07735 -0.83 2.48 1.31
C 1.25903 0.33042 1.73371 -0.74 -1.06 3.81
C 0.96849 -1.20279 -0.29497 -0.40 2.24 1.91
C -0.93166 -0.90403 -1.85497 2.01 -0.65 2.37
C -0.78010 0.60573 0.13993 4.81 -2.14 0.54
H 0.06965 2.19978 2.49716 2.00 -3.00 -0.49
H -1.61382 -1.26900 -2.57744 0.01 -0.18 -1.11
H -1.05746 1.55404 0.56668 -0.40 -0.23 0.21
H 0.68135 -2.43822 -1.86893 0.18 -1.10 -0.97
H 1.26283 1.42079 3.37077 2.95 0.49 4.17
H 2.50681 -1.77035 0.77278 -0.92 0.05 -1.63


[3]
18
Properties=species:S:1:pos:R:3:forces:R:3 method="wB97M-V/def2-TZVPD" smiles=CCCCO.O gap_ha=0.397 relative_energy_kcal_mol=2.9
O -1.77561 0.42340 -2.69075 0.06 -0.12 -0.05
O -2.32186 0.86218 0.13406 0.21 0.06 -0.02
C -0.09244 -0.17867 0.27518 -0.09 -0.45 0.46
C 2.27761 -1.11227 0.46182 -0.23 -0.53 -0.09
C -1.08693 0.80774 0.85533 -0.18 0.19 -0.36
C 1.21928 -0.19141 1.06382 -0.18 0.23 -0.03
H -0.54314 -1.17931 0.35232 0.06 0.07 -0.19
H 2.07087 -1.30796 -0.59184 0.15 0.25 -0.10
H -1.68539 1.31626 -2.33769 -0.11 0.00 -0.17
H 0.08270 0.01239 -0.78435 0.04 0.13 -0.04
H 1.58248 0.83435 1.15141 0.13 0.04 -0.12
H 0.98767 -0.50184 2.08332 0.07 -0.01 0.11
H -1.32662 0.53973 1.88132 0.08 -0.05 0.25
H 2.24815 -2.09914 0.92410 -0.03 -0.03 0.13
H 3.29800 -0.75655 0.56543 0.04 0.20 0.00
H -0.65550 1.81730 0.86646 -0.04 -0.08 0.00
H -2.29823 0.21533 -0.57957 -0.01 -0.03 0.00
H -1.98100 0.49846 -3.63035 0.03 0.13 0.23


[4]
7
Properties=species:S:1:pos:R:3:forces:R:3 method="wB97M-V/def2-TZVPD" spin_multiplicity=3 gap_ha="0.234 / 0.276" relative_energy_kcal_mol=12.5 s2=2.014
Br -1.55642 -0.14798 2.23249 0.82 -0.19 -0.78
C -0.63770 -0.11967 0.63544 0.03 4.67 3.02
C -0.28361 -0.68411 -0.54750 2.45 -0.84 -3.87
C 0.59634 0.57240 -0.39457 -1.22 -3.03 2.99
H 0.66403 1.42078 -1.04164 -1.04 0.37 -0.63
H 1.58962 0.58473 0.15806 -1.31 -0.79 -0.23
H -0.37226 -1.62615 -1.04228 0.27 -0.20 -0.50


[5]
19
Properties=species:S:1:pos:R:3:forces:R:3 method="wB97M-V/def2-TZVPD" spin_multiplicity=3 gap_ha="0.351 / 0.409" total_charge=+3 relative_energy_kcal_mol=5.6 s2=2.006
V 0.04268 0.10674 0.03195 -1.85 -1.00 0.63
O -1.29132 0.28974 1.63595 1.28 0.10 -0.70
O -1.65532 0.19674 -1.36405 1.04 0.86 0.91
O 1.52968 -0.28226 1.56795 -2.15 1.15 -2.54
O 0.22068 2.13074 -0.09005 1.02 -0.13 -0.15
O -0.17032 -1.93026 0.02295 -0.49 -0.33 1.21
O 0.95968 -0.34426 -1.80005 -1.24 0.23 2.65
H -0.41632 -2.62926 0.69695 0.03 1.09 -0.38
H 2.38668 -0.38426 1.21895 2.31 -0.17 -0.74
H -0.88532 0.56874 2.46395 -0.19 0.16 0.55
H 0.70268 0.16974 -2.54505 -0.20 0.62 -1.69
H 0.79168 2.38974 -0.83105 -0.09 0.13 -0.72
H 1.62068 -0.51626 2.46495 -0.26 -0.54 2.41
H 0.35268 -2.42626 -0.60105 0.36 -0.52 -1.02
H -2.12832 -0.51426 -1.79905 -0.25 -0.71 -0.28
H -2.18232 -0.01826 1.83495 -0.58 -0.12 -0.09
H -2.15632 1.01074 -1.54805 -0.06 0.03 0.09
H 0.45068 2.86774 0.51895 -0.61 -0.31 0.60
H 1.82768 -0.68526 -1.87905 1.93 -0.54 -0.74


[6]
62
Properties=species:S:1:pos:R:3:forces:R:3 method="wB97M-V/def2-TZVPD" smiles="C[C@H](NC(=O)c1nc[nH]c1C(=O)NC(c1ccccc1)c1ccccc1)C(=O)OCc1ccccc1" gap_ha=0.343 relative_energy_kcal_mol=5.0
O 1.36887 0.40067 0.55040 -0.11 0.11 -0.05
O 1.62786 -2.22701 -0.70919 -0.01 -0.11 -0.05
O 0.06555 1.33571 4.87899 0.04 0.02 0.21
O 1.32866 -0.59450 -2.22718 0.00 0.32 -0.37
N -0.25608 1.07773 2.63672 -0.15 0.01 -0.22
N 3.48414 -0.33682 0.38742 0.16 -0.12 -0.14
N 3.92971 -0.10149 3.02048 0.23 -0.11 -0.22
N 2.64739 0.49987 4.69482 -0.25 0.06 -0.09
C -2.91532 3.58758 2.10517 0.07 -0.04 -0.02
C -3.16025 4.73167 1.36824 -0.08 0.04 0.01
C -2.18161 -0.14534 0.75614 -0.09 -0.05 0.08
C 0.05787 -1.97855 -3.74972 0.02 0.15 0.12
C -1.83984 2.76377 1.79722 0.08 0.18 0.15
C 0.47085 -3.29847 -3.61014 -0.02 -0.03 0.03
C -2.33019 5.06653 0.31191 -0.01 0.08 -0.06
C -3.00111 -1.10247 0.18517 0.08 0.01 -0.08
C 0.01359 -1.07578 -2.54643 -0.27 -0.26 0.05
C -1.63825 1.49163 2.59820 -0.24 0.06 0.14
C 4.46657 -1.51926 -1.50621 -0.15 0.11 0.09
C 0.46395 1.04231 3.75947 -0.07 0.00 -0.12
C -1.01368 3.10113 0.73329 -0.03 -0.01 0.09
C -2.51190 0.41500 1.98444 -0.04 -0.13 0.19
C 0.54865 -4.12506 -4.71678 0.03 -0.06 0.02
C 1.99556 -1.23489 -1.27959 0.39 -0.11 0.14
C -4.49303 -0.94897 2.05157 -0.10 -0.06 -0.03
C -1.25838 4.24926 -0.00099 0.02 0.03 -0.10
C -4.15895 -1.50516 0.82945 -0.10 -0.06 0.01
C 3.36466 -0.58188 -1.03278 -0.31 0.09 -0.09
C 1.86781 0.59579 3.58056 0.29 -0.13 -0.38
C 2.43475 0.10577 1.09199 0.23 0.08 -0.09
C -3.67247 0.00635 2.62587 0.11 0.05 -0.01
C 2.69148 0.21415 2.53060 -0.31 0.17 0.92
C 0.21259 -3.64198 -5.97040 0.00 -0.01 -0.08
C -0.19867 -2.32797 -6.11506 -0.02 0.01 -0.12
C -0.27190 -1.49811 -5.00985 0.00 -0.02 0.11
C 3.86862 0.07960 4.30930 0.11 -0.03 0.04
H 5.44269 -1.09123 -1.28980 0.10 0.03 -0.02
H 2.29652 0.72247 5.61565 0.02 -0.01 -0.04
H -3.93410 0.43404 3.58314 0.00 0.05 0.11
H -0.58982 -0.47194 -5.12423 -0.04 0.12 0.00
H -0.58452 -0.18283 -2.74050 0.08 -0.10 0.03
H 4.68424 -0.08333 4.98498 0.10 0.00 0.22
H -0.46141 -1.94768 -7.09127 -0.02 0.03 -0.08
H -0.37379 -1.61115 -1.67329 0.01 0.15 -0.14
H -4.79770 -2.25124 0.37998 -0.04 -0.06 -0.03
H 4.38383 -1.67940 -2.57811 0.03 0.00 -0.08
H -2.51806 5.96105 -0.26369 -0.01 0.07 -0.04
H -1.28157 0.16212 0.24576 0.15 0.04 -0.11
H -3.99877 5.36442 1.62020 -0.06 0.05 0.03
H 0.73140 -3.67173 -2.63073 0.01 -0.02 0.11
H 0.86973 -5.14964 -4.60013 0.02 -0.09 0.01
H -0.60664 4.50502 -0.82394 0.05 0.02 -0.06
H 3.39088 0.36864 -1.58159 -0.01 -0.20 0.08
H -1.94149 1.66611 3.63707 0.01 -0.04 -0.23
H 4.31247 -0.61035 0.89658 -0.06 0.01 0.01
H 0.19328 0.80135 1.76154 0.15 -0.02 0.13
H 4.37354 -2.47790 -1.00067 0.00 -0.07 0.03
H -3.56412 3.32951 2.92975 -0.07 -0.03 0.11
H 0.27078 -4.28871 -6.83345 0.00 -0.05 -0.07
H -5.39323 -1.26056 2.56101 -0.07 -0.03 0.04
H -2.73925 -1.53540 -0.76978 0.03 -0.04 -0.07
H -0.17233 2.47755 0.47240 0.14 -0.07 -0.02


[7]
13
Properties=species:S:1:pos:R:3:forces:R:3 method="wB97M-V/def2-TZVPD" gap_ha="0.286 / 0.286" relative_energy_kcal_mol=96.2
C -1.65471 0.22584 -0.29586 -0.05 0.09 0.00
C 1.21521 -0.23245 0.17427 -0.03 -0.08 -0.15
C 0.72673 0.85194 -0.59921 -0.03 0.00 0.00
C -0.62755 0.88675 -0.93861 0.05 -0.05 0.02
C 0.29641 -1.11156 0.90687 0.02 -0.06 0.10
H 1.41101 -0.13532 1.33874 0.05 0.09 0.04
H 2.15703 -0.67339 -0.16384 -0.15 0.05 0.04
H 1.44113 1.46695 -1.13861 -0.11 -0.11 0.07
H -0.85238 1.35324 -1.90071 0.03 -0.03 0.16
H -2.58996 0.06913 -0.83056 0.15 0.04 0.04
H -0.38252 -0.70826 1.63915 0.09 -0.03 -0.13
H 0.59267 -2.14742 1.06552 -0.03 0.15 0.00
H -1.74671 0.18507 0.77654 0.03 -0.06 -0.18


[8]
11
Properties=species:S:1:pos:R:3:forces:R:3 method="wB97M-V/def2-TZVPD" gap_ha=0.366 relative_energy_kcal_mol=41.7
S 1.46807 -0.03884 0.85103 0.33 0.65 0.37
O -0.78257 -0.05422 -0.41969 -0.81 -0.89 -0.51
N -0.29099 1.99177 0.18791 0.73 0.42 0.23
N -1.81814 0.72988 -0.93702 0.70 1.54 0.42
C 1.22202 -1.78372 0.41675 -1.80 0.49 1.67
C 0.04178 0.75360 0.19077 1.64 -1.82 0.77
C -1.41394 1.92454 -0.54161 -1.83 -0.07 -1.09
H -1.93722 2.82346 -0.82583 -0.29 -0.11 0.03
H 2.10788 -2.31503 0.67023 0.82 -0.18 0.23
H 0.36821 -2.19880 1.02176 0.83 0.35 -0.79
H 1.03490 -1.83263 -0.61429 -0.31 -0.36 -1.33